{"formula": "C13H10BeN5O4", "method": "ωB97M-V/def2-TZVPD", "elements": ["Be", "O", "C", "O", "C", "C", "C", "C", "C", "N", "C", "O", "O", "H", "H", "H", "H", "N", "C", "C", "N", "C", "C", "N", "C", "C", "N", "H", "H", "H", "H", "H", "H"], "xyz": [[-1.14, 0.56, -0.71], [-0.76, -0.26, 3.81], [-0.83, 0.07, 2.52], [-0.52, 1.15, 2.07], [-1.38, -1.05, 1.68], [-1.76, -2.25, 2.23], [-2.25, -3.25, 1.39], [-2.35, -3.01, 0.03], [-1.95, -1.77, -0.43], [-1.49, -0.81, 0.37], [-2.00, -1.36, -1.90], [-2.41, -2.12, -2.73], [-1.55, -0.14, -2.05], [-0.42, 0.51, 4.30], [-1.66, -2.41, 3.29], [-2.55, -4.21, 1.80], [-2.72, -3.73, -0.68], [-1.66, 4.21, -0.02], [-3.03, 3.99, 0.04], [-3.20, 2.66, -0.18], [-1.98, 2.07, -0.37], [-1.08, 3.03, -0.27], [0.30, 2.60, -0.46], [0.44, 1.31, -0.70], [1.78, 1.08, -0.88], [2.45, 2.26, -0.75], [1.48, 3.22, -0.48], [-1.21, 5.10, 0.09], [-3.73, 4.78, 0.22], [-4.12, 2.10, -0.22], [2.18, 0.11, -1.10], [3.49, 2.50, -0.83], [1.66, 4.20, -0.34]], "total_charge": 1, "homo_lumo_gap_ev": 8.8696}


{"formula": "C13H10BrDyN5O2S", "method": "ωB97M-V/def2-TZVPD", "elements": ["Dy", "N", "C", "S", "N", "N", "C", "C", "C", "C", "C", "C", "N", "H", "H", "H", "H", "H", "H", "H", "Br", "C", "C", "C", "C", "C", "N", "C", "O", "O", "H", "H", "H"], "xyz": [[1.01, 0.08, 0.10], [4.39, -0.53, 3.40], [3.30, -0.33, 2.66], [3.45, -0.61, 0.93], [2.23, 0.03, 3.38], [1.12, 0.18, 2.62], [0.00, 0.31, 3.24], [-1.27, 0.29, 2.52], [-2.45, 0.43, 3.19], [-3.64, 0.51, 2.53], [-3.62, 0.24, 1.15], [-2.41, 0.02, 0.53], [-1.26, 0.04, 1.17], [5.28, -0.39, 3.00], [4.39, -0.32, 4.38], [0.04, 0.27, 4.35], [-2.42, 0.67, 4.29], [-4.60, 0.72, 2.99], [-4.57, 0.08, 0.60], [-2.41, -0.06, -0.57], [2.15, -2.85, -2.41], [1.23, -1.45, -3.24], [1.06, -1.43, -4.61], [0.23, -0.42, -5.18], [-0.35, 0.49, -4.29], [-0.12, 0.39, -2.92], [0.62, -0.57, -2.38], [-0.57, 1.53, -2.04], [-1.50, 2.21, -2.41], [0.10, 1.65, -0.91], [1.59, -2.13, -5.24], [0.00, -0.35, -6.24], [-1.00, 1.31, -4.59]], "total_charge": 1, "homo_lumo_gap_ev": [7.4522, 7.4826], "spin_multiplicity": 6, "s_squared": 9.35}


{"formula": "C13H10Cl3MnO9", "method": "ωB97M-V/def2-TZVPD", "elements": ["Mn", "O", "C", "O", "C", "O", "C", "C", "O", "O", "H", "H", "H", "H", "H", "Cl", "C", "C", "C", "C", "O", "C", "C", "O", "C", "H", "H", "H", "H", "Cl", "C", "Cl", "C", "O", "O", "H"], "xyz": [[-0.17, 0.82, -0.30], [-0.12, 3.09, 3.37], [0.16, 2.54, 2.20], [-0.68, 2.23, 1.39], [1.64, 2.29, 2.02], [1.92, 1.73, 0.77], [2.31, 2.67, -0.25], [1.09, 3.25, -0.98], [1.04, 4.42, -1.28], [0.19, 2.34, -1.22], [-1.07, 3.22, 3.46], [2.18, 3.22, 2.20], [1.94, 1.57, 2.78], [2.91, 3.48, 0.16], [2.90, 2.10, -0.97], [-3.75, -5.40, 0.83], [-2.86, -3.92, 0.83], [-2.20, -3.50, 2.00], [-1.49, -2.34, 2.01], [-1.39, -1.53, 0.86], [-0.67, -0.44, 0.90], [-2.09, -1.94, -0.30], [-2.11, -1.13, -1.49], [-1.68, 0.02, -1.60], [-2.80, -3.15, -0.30], [-2.26, -4.12, 2.88], [-0.97, -2.01, 2.90], [-2.59, -1.57, -2.36], [-3.30, -3.47, -1.20], [2.06, 1.04, -3.85], [2.42, -0.57, -3.18], [3.96, -0.55, -2.31], [1.25, -0.97, -2.24], [0.51, -1.86, -2.60], [1.22, -0.33, -1.12], [2.51, -1.25, -4.01]], "total_charge": 0, "homo_lumo_gap_ev": [7.1281, 8.1061], "spin_multiplicity": 5, "s_squared": 6.04, "relative_energy_kcal_mol": 11.7}


{"formula": "C13H10N3O3Pt", "method": "ωB97M-V/def2-TZVPD", "elements": ["Pt", "O", "C", "C", "C", "C", "C", "C", "C", "O", "N", "N", "C", "C", "C", "C", "C", "C", "N", "H", "H", "H", "H", "H", "H", "H", "H", "H", "H", "O"], "xyz": [[0.53, 1.30, 0.83], [-2.76, 1.60, -2.19], [-3.00, 0.25, -2.19], [-4.02, -0.20, -3.02], [-4.34, -1.54, -3.07], [-3.63, -2.45, -2.29], [-2.61, -1.99, -1.46], [-2.27, -0.64, -1.39], [-1.17, -0.21, -0.45], [-1.09, 1.09, -0.32], [-0.48, -1.16, 0.11], [0.43, -0.69, 1.10], [1.67, -0.49, 0.62], [2.66, 0.18, 1.48], [3.93, -0.32, 1.75], [4.72, 0.37, 2.65], [4.23, 1.54, 3.23], [2.97, 1.98, 2.88], [2.19, 1.32, 2.02], [-2.08, 1.73, -1.50], [-4.57, 0.52, -3.62], [-5.14, -1.89, -3.72], [-3.88, -3.50, -2.31], [-2.08, -2.70, -0.85], [1.98, -0.82, -0.38], [4.25, -1.25, 1.30], [5.70, 0.00, 2.92], [4.82, 2.10, 3.94], [2.54, 2.88, 3.29], [0.50, 3.00, 0.64]], "total_charge": -1, "homo_lumo_gap_ev": 5.5699, "relative_energy_kcal_mol": 24.1}


{"formula": "C13H10N4", "method": "ωB97M-V/def2-TZVPD", "elements": ["C", "N", "N", "N", "C", "C", "C", "C", "C", "C", "N", "C", "C", "C", "C", "C", "C", "H", "H", "H", "H", "H", "H", "H", "H", "H", "H"], "xyz": [[-0.23, -2.69, -0.72], [0.73, -2.22, -1.44], [1.15, -0.92, -1.31], [1.49, -0.38, -0.12], [1.66, 0.86, -0.46], [1.98, 1.95, 0.39], [2.03, 3.21, -0.16], [1.87, 3.44, -1.53], [1.55, 2.33, -2.35], [1.43, 1.06, -1.83], [1.12, -0.06, -2.40], [-1.03, -2.03, 0.32], [-1.66, -0.82, 0.07], [-2.39, -0.25, 1.10], [-2.61, -0.89, 2.32], [-2.13, -2.19, 2.51], [-1.28, -2.72, 1.51], [-0.41, -3.77, -0.77], [2.09, 1.73, 1.44], [2.19, 4.00, 0.54], [2.00, 4.39, -1.97], [1.39, 2.49, -3.41], [-1.53, -0.31, -0.86], [-2.92, 0.71, 0.97], [-3.30, -0.48, 3.06], [-2.34, -2.77, 3.40], [-0.83, -3.68, 1.70]], "total_charge": 0, "homo_lumo_gap_ev": 8.2612, "relative_energy_kcal_mol": 0.0}


{"formula": "C13H10N4O3PdS", "method": "ωB97M-V/def2-TZVPD", "elements": ["Pd", "O", "C", "O", "C", "C", "C", "C", "C", "N", "H", "H", "H", "H", "S", "C", "N", "N", "C", "O", "C", "C", "C", "C", "N", "C", "H", "H", "H", "H", "H", "H"], "xyz": [[-0.60, 0.03, 1.94], [1.55, -2.39, -0.57], [0.76, -1.79, 0.13], [1.05, -0.89, 1.00], [-0.72, -2.15, 0.01], [-1.13, -3.15, -0.86], [-2.48, -3.45, -0.94], [-3.38, -2.74, -0.15], [-2.89, -1.75, 0.68], [-1.59, -1.47, 0.75], [-0.38, -3.66, -1.43], [-2.83, -4.23, -1.60], [-4.44, -2.95, -0.18], [-3.55, -1.18, 1.33], [-1.03, -0.26, 4.30], [0.13, 0.94, 4.12], [0.95, 1.74, 3.87], [2.96, 3.78, 2.04], [2.46, 4.23, 0.86], [2.95, 5.13, 0.21], [1.21, 3.54, 0.40], [0.30, 4.22, -0.41], [-0.89, 3.59, -0.75], [-1.15, 2.34, -0.24], [-0.27, 1.68, 0.52], [0.90, 2.25, 0.79], [3.76, 4.25, 2.40], [2.42, 3.19, 2.66], [0.55, 5.21, -0.75], [-1.62, 4.08, -1.37], [-2.09, 1.83, -0.43], [1.61, 1.65, 1.34]], "total_charge": 0, "homo_lumo_gap_ev": [8.8504, 7.6975], "spin_multiplicity": 3, "s_squared": 2.01, "relative_energy_kcal_mol": 0.0}


{"formula": "C13H12Cl2N3ORu", "method": "ωB97M-V/def2-TZVPD", "elements": ["Ru", "O", "C", "N", "C", "C", "C", "C", "C", "C", "N", "C", "C", "C", "C", "C", "N", "H", "H", "H", "H", "H", "H", "H", "H", "H", "H", "Cl", "C", "Cl", "H", "H"], "xyz": [[0.37, -0.30, 0.18], [-1.86, 1.36, -2.75], [-1.09, 0.74, -2.08], [-0.96, 0.79, -0.72], [-1.81, 1.67, 0.02], [-1.49, 1.54, 1.47], [-2.16, 2.28, 2.45], [-1.79, 2.11, 3.77], [-0.77, 1.21, 4.08], [-0.14, 0.51, 3.05], [-0.50, 0.68, 1.78], [-0.08, -0.25, -2.65], [-0.02, -0.48, -4.02], [0.92, -1.40, -4.46], [1.74, -2.04, -3.54], [1.62, -1.75, -2.19], [0.71, -0.87, -1.77], [-2.88, 1.43, -0.16], [-1.70, 2.71, -0.33], [-2.94, 2.96, 2.16], [-2.30, 2.67, 4.55], [-0.46, 1.05, 5.10], [0.65, -0.19, 3.29], [-0.70, 0.06, -4.68], [1.00, -1.61, -5.52], [2.49, -2.76, -3.86], [2.26, -2.25, -1.46], [2.75, -0.42, 1.10], [2.49, -2.07, 1.74], [0.81, -2.54, 1.37], [2.66, -2.09, 2.82], [3.19, -2.77, 1.25]], "total_charge": 3, "homo_lumo_gap_ev": [7.6148, 5.6077], "spin_multiplicity": 5, "s_squared": 6.03}


{"formula": "C13H12ClF4NO7", "method": "ωB97M-V/def2-TZVPD", "elements": ["O", "C", "O", "C", "C", "N", "C", "O", "C", "F", "F", "F", "C", "Cl", "C", "C", "C", "F", "C", "O", "H", "H", "H", "H", "H", "H", "H", "H", "C", "C", "O", "C", "O", "O", "H", "H", "H", "H"], "xyz": [[-4.17, 3.09, -0.90], [-3.19, 2.44, -1.31], [-3.21, 1.93, -2.51], [-1.93, 2.26, -0.39], [-1.98, 2.26, 1.06], [-0.84, 2.08, 1.87], [-1.05, 2.07, 3.35], [-1.83, 0.97, 3.81], [-1.21, -0.26, 3.62], [-1.52, -0.77, 2.39], [-1.76, -1.13, 4.54], [0.14, -0.25, 3.87], [0.42, 1.90, 1.32], [1.91, 1.71, 2.28], [0.58, 1.86, -0.15], [2.00, 1.61, -0.78], [2.33, 0.05, -0.54], [1.11, -0.62, -0.17], [-0.59, 2.03, -1.04], [-0.39, 1.96, -2.40], [-2.98, 2.44, 1.53], [-1.67, 3.00, 3.56], [-0.09, 2.23, 3.92], [2.79, 2.28, -0.33], [1.99, 1.76, -1.89], [3.02, -0.03, 0.34], [2.70, -0.45, -1.46], [-0.31, 2.88, -2.72], [0.04, -3.65, -2.06], [0.86, -4.90, -2.00], [2.14, -4.46, -2.45], [2.21, -3.12, -2.22], [3.20, -2.47, -2.33], [1.00, -2.62, -1.85], [-0.74, -3.62, -1.29], [-0.43, -3.50, -3.04], [0.96, -5.29, -0.98], [0.48, -5.69, -2.64]], "total_charge": 0, "homo_lumo_gap_ev": 6.2078}


{"formula": "C13H12ClN3O5S", "method": "ωB97M-V/def2-TZVPD", "elements": ["C", "C", "N", "N", "S", "O", "O", "C", "C", "C", "C", "Cl", "C", "N", "O", "O", "C", "C", "C", "C", "C", "C", "O", "H", "H", "H", "H", "H", "H", "H", "H", "H", "H", "H", "H"], "xyz": [[2.70, 1.07, -2.03], [1.15, 0.95, -1.95], [0.63, 1.56, -0.77], [1.12, 0.99, 0.45], [0.74, 1.61, 2.07], [0.01, 2.83, 2.21], [2.12, 1.73, 2.67], [-0.15, 0.23, 2.88], [-0.60, -0.92, 2.18], [-1.28, -1.88, 2.90], [-1.34, -1.83, 4.35], [-2.15, -3.02, 5.17], [-0.89, -0.66, 5.02], [-0.62, -0.66, 6.37], [0.53, -0.41, 6.58], [-1.46, -1.03, 7.20], [-0.37, 0.43, 4.28], [0.33, 0.69, -3.14], [-1.00, 0.90, -3.14], [-1.62, 0.16, -4.28], [-0.52, -0.34, -4.98], [-0.75, -1.23, -6.18], [0.71, 0.00, -4.31], [2.99, 1.52, -3.05], [3.06, 1.76, -1.26], [3.05, 0.05, -2.02], [2.11, 0.93, 0.44], [-0.37, -0.94, 1.15], [-1.72, -2.78, 2.44], [0.12, 1.26, 4.86], [-1.47, 1.38, -2.28], [-2.74, 0.06, -4.49], [-1.01, -2.27, -5.87], [-1.54, -0.84, -6.76], [0.22, -1.30, -6.72]], "total_charge": 0, "homo_lumo_gap_ev": 7.2487, "relative_energy_kcal_mol": 68.8}


{"formula": "C13H12CsF3O3S6", "method": "ωB97M-V/def2-TZVPD", "elements": ["Cs", "C", "C", "C", "C", "C", "C", "C", "C", "C", "H", "H", "H", "H", "H", "H", "H", "H", "H", "H", "H", "H", "S", "C", "S", "C", "C", "S", "S", "S", "F", "C", "F", "F", "S", "O", "O", "O"], "xyz": [[0.40, -1.98, -0.46], [-2.24, 0.51, 3.87], [-1.79, 1.57, 2.91], [-0.55, 2.17, 3.04], [-0.13, 3.14, 2.15], [1.22, 3.80, 2.28], [-0.97, 3.52, 1.12], [-2.22, 2.93, 0.96], [-3.13, 3.36, -0.15], [-2.61, 1.96, 1.86], [-1.51, -0.29, 3.92], [-3.19, 0.09, 3.56], [-2.36, 0.94, 4.87], [0.11, 1.86, 3.84], [1.96, 3.08, 2.61], [1.17, 4.61, 3.02], [1.52, 4.23, 1.33], [-0.65, 4.28, 0.41], [-3.69, 4.25, 0.16], [-3.83, 2.57, -0.40], [-2.56, 3.62, -1.04], [-3.57, 1.47, 1.73], [0.91, -2.36, -8.68], [0.83, -2.28, -7.02], [0.22, -0.91, -6.16], [0.44, -1.51, -4.51], [0.98, -2.75, -4.42], [1.34, -3.64, -3.02], [1.34, -3.55, -5.96], [-0.07, -0.47, -3.26], [0.42, -1.38, 5.08], [0.79, -2.52, 4.48], [1.97, -2.87, 5.01], [-0.10, -3.46, 4.88], [0.94, -2.35, 2.60], [-0.40, -2.05, 2.15], [1.42, -3.66, 2.22], [1.88, -1.27, 2.47]], "total_charge": -2, "homo_lumo_gap_ev": 4.2242, "relative_energy_kcal_mol": 22.1}


{"formula": "C13H12F5IrN4O3S", "method": "ωB97M-V/def2-TZVPD", "elements": ["Ir", "N", "C", "C", "O", "N", "C", "C", "O", "O", "H", "H", "H", "H", "H", "H", "F", "C", "C", "F", "C", "F", "C", "S", "C", "F", "C", "F", "C", "N", "C", "C", "N", "H", "H", "H", "H", "H", "H"], "xyz": [[-1.10, 0.85, -0.18], [-2.63, 1.39, -1.55], [-3.85, 0.63, -1.13], [-3.83, 0.30, 0.37], [-4.83, 0.19, 1.03], [-2.54, 0.04, 0.80], [-2.16, -0.48, 2.10], [-0.82, 0.15, 2.53], [-0.46, 0.13, 3.67], [-0.09, 0.66, 1.52], [-2.79, 2.38, -1.37], [-2.46, 1.32, -2.55], [-3.85, -0.32, -1.65], [-4.76, 1.17, -1.37], [-1.93, -1.55, 2.00], [-2.93, -0.37, 2.85], [5.58, 2.74, 1.36], [4.37, 2.66, 0.83], [3.80, 1.42, 0.62], [4.46, 0.31, 0.93], [2.54, 1.33, 0.07], [2.05, 0.12, -0.17], [1.82, 2.47, -0.29], [0.23, 2.46, -1.01], [2.44, 3.71, -0.08], [1.79, 4.83, -0.40], [3.69, 3.81, 0.48], [4.25, 5.00, 0.68], [1.70, -3.32, -0.84], [0.24, -3.12, -0.85], [-0.64, -4.29, -0.97], [-0.24, -1.93, -0.95], [-0.65, -0.84, -1.06], [1.92, -4.11, -0.12], [2.19, -2.40, -0.53], [2.04, -3.61, -1.83], [-0.34, -5.02, -0.22], [-0.55, -4.73, -1.96], [-1.67, -4.00, -0.79]], "total_charge": 1, "homo_lumo_gap_ev": [6.6929, 5.8753], "spin_multiplicity": 2, "s_squared": 0.80, "relative_energy_kcal_mol": 13.0}


{"formula": "C13H12LuN4OS2Se", "method": "ωB97M-V/def2-TZVPD", "elements": ["Lu", "N", "C", "C", "C", "C", "C", "N", "C", "C", "C", "C", "C", "N", "H", "H", "H", "H", "H", "H", "H", "H", "H", "C", "O", "C", "S", "S", "H", "H", "H", "Se", "C", "N"], "xyz": [[1.26, 0.25, 0.31], [-2.11, 0.43, 1.90], [-1.64, 1.63, 1.43], [-2.49, 2.74, 1.70], [-2.16, 3.99, 1.17], [-0.94, 4.07, 0.37], [-0.15, 2.96, 0.27], [-0.48, 1.74, 0.76], [-1.73, -0.87, 1.55], [-2.70, -1.89, 1.66], [-2.36, -3.18, 1.34], [-1.01, -3.47, 0.99], [-0.11, -2.43, 0.94], [-0.51, -1.13, 1.13], [-3.07, 0.49, 2.25], [-3.33, 2.60, 2.35], [-2.77, 4.84, 1.39], [-0.61, 5.00, -0.06], [0.76, 2.97, -0.33], [-3.70, -1.62, 2.02], [-3.08, -3.99, 1.42], [-0.69, -4.49, 0.72], [0.91, -2.49, 0.59], [4.22, -1.06, -3.50], [4.01, 0.21, -2.70], [3.53, 0.10, -1.39], [3.30, -1.42, -0.64], [3.30, 1.62, -0.66], [4.25, -0.69, -4.54], [3.37, -1.78, -3.39], [5.12, -1.54, -3.23], [0.45, -2.77, -2.00], [0.60, -1.02, -1.98], [0.55, 0.18, -1.81]], "total_charge": 1, "homo_lumo_gap_ev": 7.3165, "relative_energy_kcal_mol": 0.0}